DFT (ωB97M-V with the def2-TZVPD basis set) results for a 9-piece molecular cluster, C57H127BrN7O3 overall at a distorted geometry.

The calculation puts the orbital gap at 7.59 eV. As for the spin multiplicity: 1. The HOMO energy is -16.6 eV. The value obtained for the lowest unoccupied orbital energy is -9.016 eV. The total charge is +5.

Structure (XYZ):
```
195
Properties=species:S:1:pos:R:3:forces:R:3
O -1.236 -0.594 -0.546 -0.312 -1.176 -0.232
C -0.265 -0.203 0.312 0.758 -2.251 3.144
O 0.227 0.878 0.130 1.586 4.220 -1.667
O 0.080 -0.929 1.290 -0.906 -1.240 -0.928
H -1.453 0.245 -0.960 -0.797 0.465 -0.430
C 8.248 1.244 -0.387 0.992 -0.638 -1.770
C 7.330 2.301 0.029 -1.630 1.803 2.088
C 5.866 1.994 -0.291 -0.331 0.358 -1.126
N 4.787 3.042 0.117 0.411 -0.485 1.026
C 4.907 4.376 -0.671 0.584 -1.152 0.099
C 4.915 3.330 1.597 -0.804 1.279 0.146
C 3.546 3.877 2.009 -1.154 -0.739 -0.024
C 2.498 3.288 0.999 0.723 0.031 0.081
C 3.357 2.406 0.078 0.260 0.985 -0.707
H 7.865 0.267 -0.089 0.005 -0.181 -0.336
H 9.270 1.308 -0.014 -0.205 0.353 0.304
H 8.348 1.371 -1.465 0.109 -0.924 -0.244
H 7.532 3.314 -0.319 0.578 -0.152 -0.182
H 7.433 2.319 1.114 -0.339 0.512 0.341
H 5.646 1.004 0.107 -0.636 0.235 0.444
H 5.694 1.911 -1.365 0.285 -0.072 -0.205
H 4.990 4.153 -1.735 -0.329 -0.163 0.058
H 5.857 4.837 -0.399 -0.159 -0.018 0.222
H 4.088 5.067 -0.470 -0.033 -0.389 0.186
H 5.650 4.103 1.821 0.414 -0.421 -0.334
H 5.124 2.416 2.153 0.169 -0.080 -0.385
H 3.441 4.962 1.995 0.453 -0.089 0.244
H 3.341 3.487 3.006 -0.081 0.414 0.116
H 1.993 4.091 0.461 0.345 0.112 -0.283
H 1.653 2.756 1.435 0.362 -0.490 0.136
H 3.019 2.439 -0.958 0.082 -0.174 -0.024
H 3.460 1.371 0.401 -0.035 0.198 0.095
C 3.226 -0.339 2.499 -0.660 -0.767 -0.326
C 4.457 -1.271 2.662 -0.621 0.553 0.025
C 5.017 -1.007 4.068 0.464 -1.345 0.382
N 6.339 -1.734 4.426 1.248 0.545 0.847
C 6.219 -3.213 4.041 -0.467 1.038 0.549
C 7.510 -0.990 3.796 -0.134 -0.806 -1.120
C 7.689 0.262 4.600 1.100 1.056 0.770
C 7.227 -0.029 6.042 -1.368 -0.825 -0.277
C 6.830 -1.491 5.918 -1.443 -1.129 0.525
H 3.441 0.727 2.564 0.121 -0.061 -0.110
H 2.364 -0.543 3.133 0.520 -0.093 1.145
H 2.611 -0.583 1.633 0.620 0.374 -0.902
H 5.158 -1.130 1.840 0.336 0.507 0.120
H 4.145 -2.302 2.501 -0.161 -0.062 0.496
H 4.292 -1.437 4.759 -0.030 0.332 0.216
H 5.140 0.060 4.258 0.118 -0.158 0.043
H 6.889 -3.892 4.568 0.726 0.608 -0.332
H 6.284 -3.204 2.953 0.067 -0.594 0.231
H 5.253 -3.553 4.415 -0.263 0.201 -0.423
H 8.349 -1.686 3.789 0.049 0.118 0.220
H 7.296 -0.732 2.759 -0.157 -0.309 -0.077
H 8.729 0.558 4.735 0.170 -0.208 -0.700
H 7.232 1.092 4.061 -0.313 0.147 0.508
H 7.989 0.071 6.815 0.056 0.122 -0.292
H 6.339 0.500 6.387 0.194 0.461 -0.224
H 7.649 -2.157 6.189 0.232 -0.159 -0.957
H 6.045 -1.848 6.585 -0.340 0.375 -0.058
C -2.035 -5.406 2.578 -0.587 0.438 -0.882
C -2.657 -4.173 1.828 0.335 -0.377 1.917
C -3.886 -3.633 2.626 0.756 0.232 -2.200
N -4.361 -2.317 2.049 -0.086 0.961 0.958
C -3.279 -1.221 2.126 -0.615 -0.335 -0.513
C -5.482 -1.849 2.998 0.299 1.154 -0.472
C -6.455 -1.095 2.111 -1.314 0.829 1.418
C -6.133 -1.277 0.680 1.050 0.014 -1.864
C -5.040 -2.375 0.670 -0.743 0.050 0.421
H -2.799 -6.178 2.672 0.184 -0.098 0.364
H -1.606 -5.113 3.537 -0.386 -0.039 0.113
H -1.205 -5.838 2.019 -0.072 0.062 -0.200
H -2.858 -4.396 0.780 -0.235 0.052 0.094
H -1.888 -3.405 1.914 -0.005 0.239 -0.502
H -3.587 -3.397 3.647 -0.290 -0.386 0.048
H -4.804 -4.209 2.511 0.426 -0.685 0.599
H -3.819 -0.280 2.019 0.221 0.054 -0.313
H -2.523 -1.340 1.350 -0.267 -0.006 -0.065
H -2.778 -1.233 3.094 -0.251 -0.358 0.066
H -5.031 -1.146 3.698 0.106 -0.389 0.154
H -6.000 -2.617 3.571 0.576 -0.487 -0.402
H -6.411 -0.022 2.297 -0.183 -0.081 0.384
H -7.440 -1.452 2.410 -0.183 0.282 -0.351
H -5.839 -0.344 0.200 0.815 0.143 0.372
H -6.970 -1.502 0.019 -0.234 -0.831 0.354
H -4.331 -2.360 -0.158 0.217 0.161 0.324
H -5.624 -3.295 0.641 0.474 -0.448 0.172
C -4.009 2.637 -4.625 1.286 0.700 0.142
C -2.478 2.301 -4.743 -1.097 0.262 0.216
C -1.618 3.535 -4.486 0.901 -0.013 0.048
N -0.032 3.310 -4.413 -1.255 -1.965 -1.933
C 0.480 2.670 -5.766 -0.980 0.602 1.402
C 0.275 2.401 -3.210 0.830 2.022 0.108
C 0.300 3.495 -2.096 0.181 -0.604 0.574
C 0.845 4.813 -2.710 0.018 -0.762 0.388
C 0.768 4.610 -4.216 -0.415 -0.850 -0.259
H -4.264 3.441 -5.316 -0.199 -0.273 -0.282
H -4.234 3.031 -3.634 -0.173 -0.464 0.136
H -4.531 1.708 -4.857 -0.306 0.332 0.112
H -2.405 1.952 -5.774 0.643 -0.189 0.083
H -2.349 1.497 -4.019 0.524 -0.045 -0.071
H -1.836 4.027 -3.538 -0.193 -0.175 0.016
H -1.829 4.244 -5.286 0.447 0.149 -0.019
H 0.294 3.449 -6.505 0.515 -0.201 -0.138
H -0.072 1.776 -6.055 -0.261 0.172 0.390
H 1.516 2.376 -5.594 0.010 0.449 -0.285
H 1.251 1.968 -3.428 0.432 0.395 0.186
H -0.323 1.503 -3.053 -0.830 0.689 -0.214
H 0.901 3.191 -1.239 0.046 -0.266 -0.180
H -0.672 3.664 -1.633 -0.276 -0.271 -0.405
H 1.883 4.918 -2.394 0.060 0.231 -0.206
H 0.296 5.660 -2.297 0.007 0.011 -0.472
H 1.731 4.388 -4.675 0.120 0.091 0.282
H 0.335 5.394 -4.836 -0.296 -0.027 0.290
C -8.947 -3.681 -1.978 0.271 -0.772 -0.383
C -7.780 -3.266 -2.902 -1.345 0.949 0.271
C -6.478 -3.977 -2.755 0.311 0.919 0.244
N -5.372 -3.183 -3.517 0.896 -0.464 -0.735
C -5.417 -3.301 -5.078 -0.591 0.733 0.831
C -5.300 -1.615 -3.175 0.671 -1.434 0.174
C -3.820 -1.294 -3.278 0.941 -0.296 0.953
C -3.019 -2.566 -2.869 -0.358 -0.048 -0.162
C -3.966 -3.759 -3.056 -0.218 0.258 -0.633
H -9.899 -3.219 -2.239 0.232 0.109 -0.425
H -8.771 -3.350 -0.955 0.238 -0.370 0.121
H -9.096 -4.758 -2.053 -0.132 -0.045 0.433
H -7.683 -2.222 -2.605 0.416 0.248 -0.643
H -8.059 -3.342 -3.954 -0.315 0.241 0.001
H -6.571 -5.015 -3.074 0.528 0.088 -0.465
H -6.145 -3.998 -1.718 0.091 0.115 0.062
H -5.660 -4.304 -5.429 0.752 -0.160 0.371
H -4.497 -2.828 -5.423 0.172 -0.719 -0.096
H -6.193 -2.686 -5.532 -0.324 0.189 0.667
H -5.841 -0.967 -3.864 -0.498 -0.667 0.035
H -5.701 -1.537 -2.165 0.135 0.149 -0.082
H -3.556 -0.881 -4.251 0.000 -0.271 -0.058
H -3.523 -0.569 -2.520 -0.447 0.567 -0.161
H -2.091 -2.716 -3.421 -0.185 0.120 -0.444
H -2.647 -2.485 -1.847 -0.428 0.120 0.228
H -3.556 -4.429 -3.812 -0.535 0.141 -0.391
H -4.059 -4.417 -2.192 -0.527 0.474 0.203
C -1.283 -5.388 -1.606 -0.904 -0.746 1.531
C -0.036 -4.859 -2.210 1.928 1.351 -0.774
C 0.685 -3.741 -1.323 0.082 -0.970 -0.973
N 2.143 -3.279 -1.820 -1.135 -0.620 -0.862
C 3.196 -4.467 -1.887 -1.471 1.556 1.432
C 2.590 -2.053 -1.031 1.580 -0.176 -0.426
C 2.640 -0.839 -1.998 -0.285 0.045 0.829
C 1.795 -1.271 -3.159 -1.208 0.289 -0.820
C 2.008 -2.760 -3.274 0.368 0.044 -0.023
H -1.115 -5.896 -0.656 0.421 0.053 0.231
H -1.797 -6.179 -2.153 0.188 0.281 -0.605
H -2.010 -4.622 -1.338 0.064 0.224 -0.321
H -0.230 -4.493 -3.218 -0.296 0.448 0.045
H 0.696 -5.632 -2.445 -0.130 -0.418 0.503
H 0.728 -4.152 -0.315 0.663 0.198 0.070
H 0.093 -2.828 -1.253 0.098 0.138 -0.178
H 4.179 -4.096 -2.178 -0.471 0.107 -1.115
H 2.627 -5.182 -2.481 1.095 -0.278 -0.004
H 3.440 -4.772 -0.870 -0.847 -0.467 0.115
H 3.614 -2.334 -0.785 -0.002 0.292 0.527
H 2.022 -1.848 -0.124 -0.398 -0.436 -0.181
H 3.658 -0.565 -2.272 0.048 -0.268 -0.076
H 2.176 0.023 -1.519 0.072 0.039 0.163
H 1.984 -0.760 -4.103 0.557 -0.167 -0.059
H 0.757 -0.984 -2.990 -0.270 -0.384 0.420
H 2.959 -2.877 -3.794 0.201 -0.389 0.354
H 1.289 -3.342 -3.850 -0.094 0.167 0.357
C -1.201 5.938 0.090 -0.349 0.167 0.626
C -1.860 4.853 0.935 -0.125 -0.104 0.886
C -1.204 4.705 2.382 -1.290 -0.618 -0.809
N -2.066 3.797 3.303 0.309 0.792 0.980
C -3.545 4.346 3.455 1.994 -1.238 -0.738
C -1.914 2.345 2.870 1.226 -1.098 0.399
C -0.777 1.680 3.790 -1.632 -0.001 -1.579
C -0.352 2.762 4.701 0.622 0.569 1.325
C -1.482 3.788 4.740 0.531 -0.887 -0.063
H -1.829 6.211 -0.759 0.088 -0.336 -0.183
H -0.211 5.627 -0.243 0.059 0.251 0.060
H -1.161 6.856 0.676 0.423 0.083 -0.038
H -1.868 3.902 0.404 0.447 -0.301 0.186
H -2.935 5.029 0.977 0.077 0.461 0.385
H -1.044 5.600 2.982 -0.279 0.344 -0.503
H -0.229 4.243 2.232 -0.023 -0.283 0.333
H -3.986 4.197 2.470 -0.443 -0.028 0.468
H -3.492 5.398 3.735 0.034 -0.165 -0.002
H -3.908 3.708 4.261 -0.605 0.312 -0.352
H -2.818 1.746 2.984 -0.249 0.677 -0.117
H -1.540 2.260 1.850 -0.619 0.407 -0.143
H -1.219 0.832 4.314 0.144 -0.020 -0.065
H 0.059 1.347 3.175 -0.284 -0.298 -0.096
H -0.257 2.355 5.707 0.316 0.262 0.115
H 0.637 3.089 4.382 -0.144 0.707 0.196
H -2.212 3.361 5.428 -0.490 -0.082 -0.455
H -1.253 4.740 5.218 0.097 0.379 -0.877
Br -3.804 1.799 -0.615 0.381 -0.246 -0.051
```
Forces are in eV/Å.